Record 1
Below is C55H58F4HgN3O3P2Te as an isolated structure at a distorted geometry, with properties calculated with wB97M-V/def2-TZVPD.

## Properties
E, eV: -109507.5687
Molar mass, g mol⁻¹: 1275.2
HOMO, eV: -3.8
Total charge: -1

The geometry in XYZ format:
```
127
Properties=species:S:1:pos:R:3:forces:R:3
Hg -0.249 -0.316 0.518 0.199 0.842 0.361
C 3.160 0.521 1.173 -0.003 0.020 -0.036
N 1.950 0.090 1.848 0.401 0.139 0.274
C 2.195 -1.089 2.666 -0.001 -0.052 0.032
C 1.366 1.145 2.668 -0.037 0.032 -0.016
C 0.869 2.343 1.878 0.017 -0.015 0.025
N -0.105 1.949 0.881 -0.057 -0.641 -0.524
C -0.776 2.869 0.194 -0.123 0.234 -0.233
C -1.674 2.465 -0.841 -0.126 -0.087 0.089
F -1.791 1.143 -1.109 -0.125 0.260 0.067
C -2.430 3.326 -1.590 -0.043 0.149 0.072
F -3.256 2.819 -2.530 0.033 -0.088 -0.019
C -2.368 4.700 -1.424 0.027 0.013 -0.020
C -1.489 5.138 -0.453 -0.116 -0.032 -0.127
F -1.368 6.466 -0.252 0.052 0.017 0.061
C -0.726 4.290 0.319 0.067 -0.083 0.037
F 0.098 4.889 1.218 0.025 -0.088 0.033
H 3.923 0.879 1.887 -0.008 -0.004 0.029
H 2.931 1.321 0.470 0.028 -0.022 -0.005
H 3.574 -0.311 0.603 -0.037 0.033 0.005
H 2.887 -0.878 3.499 0.012 0.055 -0.026
H 2.629 -1.878 2.050 -0.035 0.016 0.027
H 1.251 -1.453 3.074 0.056 -0.015 0.010
H 2.089 1.508 3.420 0.016 -0.063 0.005
H 0.519 0.702 3.200 0.010 0.039 0.030
H 1.717 2.864 1.414 0.001 0.040 0.062
H 0.437 3.030 2.611 0.002 0.028 -0.005
H -2.961 5.382 -2.012 -0.024 -0.003 0.014
O 1.671 -0.271 -1.314 -0.008 0.080 0.264
P 1.760 -0.567 -2.759 0.093 -0.512 -0.533
C 1.001 -2.168 -3.248 -0.365 0.557 0.161
P -0.810 -2.108 -2.892 0.331 -0.676 -0.476
O -1.129 -1.333 -1.687 -0.226 0.249 0.191
C -1.657 -1.424 -4.336 0.010 -0.072 0.082
C -2.592 -0.430 -4.053 0.123 0.058 0.081
C -3.322 0.143 -5.082 -0.021 0.001 -0.115
C -3.123 -0.280 -6.389 -0.031 0.032 0.041
C -2.206 -1.284 -6.669 0.047 -0.046 -0.121
C -1.475 -1.861 -5.644 0.031 0.011 0.083
C -1.258 -3.854 -2.732 0.048 0.180 0.022
C -2.084 -4.181 -1.660 0.020 0.134 0.023
C -2.391 -5.512 -1.416 -0.016 -0.104 -0.027
C -1.871 -6.505 -2.234 0.007 -0.005 -0.014
C -1.049 -6.177 -3.304 0.024 -0.015 -0.055
C -0.744 -4.850 -3.558 -0.070 0.004 0.025
C 1.029 0.712 -3.791 0.120 0.035 0.064
C 1.097 0.667 -5.181 -0.039 -0.039 0.039
C 0.578 1.711 -5.925 -0.016 -0.018 -0.088
C 0.001 2.802 -5.283 0.043 -0.036 0.032
C -0.064 2.848 -3.898 -0.029 0.150 -0.105
C 0.454 1.804 -3.148 -0.007 -0.223 0.108
C 3.502 -0.672 -3.261 -0.119 0.144 0.023
C 4.248 0.475 -2.980 -0.047 -0.061 0.003
C 5.617 0.488 -3.180 -0.009 0.017 -0.007
C 6.253 -0.650 -3.664 -0.017 -0.024 0.026
C 5.514 -1.783 -3.965 0.087 -0.051 -0.041
C 4.140 -1.798 -3.765 -0.107 0.011 0.025
H 1.427 -2.929 -2.592 0.016 -0.053 -0.007
H 1.189 -2.419 -4.293 0.061 0.036 -0.019
H -2.719 -0.108 -3.025 -0.030 0.008 -0.039
H -4.046 0.917 -4.862 0.034 0.024 0.014
H -3.685 0.175 -7.196 -0.013 -0.018 0.003
H -2.063 -1.617 -7.689 0.006 0.003 0.008
H -0.765 -2.652 -5.864 -0.005 0.004 -0.037
H -2.447 -3.389 -1.012 0.017 -0.045 0.069
H -3.019 -5.780 -0.577 0.006 0.048 0.004
H -2.096 -7.545 -2.032 -0.011 0.006 0.017
H -0.635 -6.957 -3.931 -0.024 0.002 -0.010
H -0.100 -4.594 -4.392 0.040 -0.035 0.009
H 1.552 -0.185 -5.675 0.019 0.031 -0.042
H 0.624 1.685 -7.007 -0.003 -0.027 0.004
H -0.393 3.620 -5.872 -0.029 0.002 0.021
H -0.516 3.699 -3.404 0.009 -0.025 0.039
H 0.407 1.802 -2.065 0.075 0.083 -0.080
H 3.737 1.343 -2.579 0.080 0.036 0.006
H 6.188 1.378 -2.950 0.011 -0.013 0.011
H 7.328 -0.658 -3.787 -0.006 0.020 -0.065
H 6.009 -2.668 -4.346 0.006 0.004 0.012
H 3.577 -2.696 -3.986 0.011 0.008 0.020
C 0.855 -3.585 0.791 -0.015 0.036 0.061
C -0.221 -3.097 1.774 -0.083 0.256 -0.277
O -0.473 -3.823 2.762 0.117 -0.106 -0.204
N -0.868 -1.974 1.490 -0.533 -0.824 0.386
Te -2.248 -0.930 3.167 -0.180 0.271 0.482
C -3.598 0.275 4.544 -0.069 -0.219 -0.042
C -3.323 1.608 4.876 0.079 -0.073 -0.099
C -2.264 2.423 4.165 -0.031 -0.043 0.066
C -4.035 2.249 5.892 -0.017 -0.040 0.049
C -5.014 1.595 6.619 0.015 0.141 0.012
C -5.746 2.284 7.742 0.033 -0.078 -0.058
C -5.293 0.273 6.292 0.019 -0.042 -0.019
C -4.610 -0.383 5.276 0.010 0.027 -0.042
C -4.970 -1.816 4.972 0.013 0.066 0.028
C -3.795 -1.185 1.717 0.050 -0.048 -0.107
C -4.192 -2.474 1.337 0.025 -0.042 0.064
C -3.674 -3.736 1.979 0.059 0.108 -0.021
C -5.136 -2.631 0.321 -0.010 0.072 -0.007
C -5.708 -1.550 -0.326 -0.039 -0.020 -0.022
C -6.712 -1.738 -1.433 0.076 0.029 0.046
C -5.321 -0.277 0.071 -0.014 -0.097 0.010
C -4.379 -0.078 1.074 0.010 0.073 0.039
C -4.029 1.336 1.441 0.000 -0.060 -0.068
H 1.617 -4.155 1.325 0.016 -0.018 -0.028
H 1.307 -2.749 0.252 0.047 -0.044 -0.050
H 0.374 -4.247 0.066 0.013 -0.036 -0.017
H -1.662 1.794 3.512 0.018 0.073 -0.044
H -1.609 2.912 4.890 0.010 0.013 -0.025
H -2.724 3.207 3.556 0.021 0.001 -0.013
H -3.799 3.284 6.125 -0.015 0.003 0.015
H -5.468 3.336 7.801 -0.024 0.009 0.009
H -5.509 1.818 8.702 -0.032 0.021 0.016
H -6.827 2.218 7.601 -0.007 0.030 0.039
H -6.050 -0.264 6.859 -0.021 0.004 -0.034
H -5.721 -2.193 5.670 -0.002 0.025 -0.018
H -4.083 -2.449 5.027 -0.011 -0.057 -0.019
H -5.359 -1.906 3.956 -0.006 -0.042 -0.004
H -2.835 -3.556 2.644 0.069 -0.082 0.000
H -3.334 -4.434 1.209 0.015 -0.003 0.052
H -4.476 -4.225 2.540 -0.006 0.001 -0.003
H -5.430 -3.638 0.036 -0.001 -0.005 0.000
H -6.944 -2.794 -1.576 -0.005 0.003 -0.028
H -6.321 -1.341 -2.374 -0.048 -0.026 -0.034
H -7.643 -1.210 -1.214 -0.008 -0.001 -0.021
H -5.762 0.588 -0.417 0.035 0.023 -0.001
H -4.407 2.037 0.694 0.015 -0.011 -0.015
H -2.948 1.451 1.527 0.035 0.065 0.040
H -4.462 1.589 2.409 0.039 0.063 0.036
```
Forces are in eV/Å.



Record 2
Below is a 2-piece molecular cluster, C6H9N3 overall at a distorted geometry, with properties calculated with wB97M-V/def2-TZVPD.

## Properties
E, eV: -10834.6499
Molar mass, g mol⁻¹: 123.2
Relative energy (zero: lowest compared OMol25 entry of this formula, charge and spin), kJ/mol: 287.2
HOMO, eV: -8.6
Total charge: 0

The geometry in XYZ format:
```
18
Properties=species:S:1:pos:R:3:forces:R:3
C 1.597 -0.877 1.027 -0.130 -1.501 1.397
C 1.077 0.052 -0.032 0.661 0.282 -1.188
C -0.091 0.922 0.416 1.400 0.439 0.414
C -0.412 2.025 -0.240 -0.549 -1.475 1.094
N -0.752 3.067 -0.672 0.252 2.013 -0.343
C -0.695 0.706 1.690 -0.951 -0.656 1.468
N -1.173 0.423 2.720 0.845 0.581 -1.783
H 2.459 -1.438 0.629 -0.473 0.029 0.067
H 1.965 -0.435 1.974 -0.348 0.227 -0.572
H 0.786 -1.619 1.351 1.124 0.888 -0.503
H 1.954 0.699 -0.427 -1.590 -0.979 0.438
H 0.678 -0.634 -0.829 1.075 1.093 0.474
H -1.533 3.342 -1.233 -0.283 -0.350 -0.429
C -1.244 -1.562 -1.004 2.675 -1.572 -0.601
N -1.543 -0.451 -1.473 -1.433 1.832 -2.187
H -1.498 -1.917 0.006 -0.632 0.481 -0.355
H -0.401 -2.190 -1.449 -1.220 0.221 0.142
H -1.175 -0.116 -2.455 -0.421 -1.552 2.464
```
Forces are in eV/Å.



Record 3
Below is an isolated ion of composition C12H10O2P and charge +1 at a distorted geometry, with properties calculated with wB97M-V/def2-TZVPD.

## Properties
E, eV: -25976.7998
Multiplicity: 3
Molar mass, g mol⁻¹: 217.2
HOMO (alpha / beta), eV: -11.2 / -13.6
Total charge: +1
Expectation value of S²: 2.03

The geometry in XYZ format:
```
25
Properties=species:S:1:pos:R:3:forces:R:3
C 1.983 -1.585 -3.300 0.020 0.040 0.029
C -2.495 0.096 3.327 -0.012 0.022 -0.012
C 0.802 -1.929 -2.656 -0.033 0.028 0.137
C 2.683 -0.441 -2.937 0.008 0.018 -0.042
C -1.646 -0.878 2.819 0.006 -0.009 -0.129
C -2.515 1.376 2.787 0.061 -0.006 -0.030
C 0.304 -1.126 -1.646 -0.051 -0.068 -0.050
C 2.198 0.383 -1.940 0.019 0.002 0.070
C -0.808 -0.580 1.760 0.001 -0.056 0.099
C -1.675 1.700 1.736 -0.017 0.087 0.022
C 1.006 0.031 -1.307 -0.357 0.517 0.815
C -0.826 0.713 1.236 0.764 0.043 -0.670
O 1.608 2.329 0.532 1.597 0.714 0.892
O 0.477 2.652 -0.364 -0.462 0.993 -0.548
P 0.328 1.113 -0.061 -1.548 -2.247 -0.509
H 2.359 -2.216 -4.090 0.059 -0.041 -0.054
H -3.148 -0.144 4.153 -0.037 -0.011 0.054
H 0.268 -2.823 -2.940 -0.045 -0.052 -0.022
H 3.609 -0.194 -3.434 0.039 0.038 -0.036
H -1.631 -1.867 3.250 -0.016 -0.071 0.020
H -3.183 2.122 3.188 -0.038 0.060 0.015
H -0.619 -1.374 -1.143 -0.083 -0.053 -0.028
H 2.729 1.275 -1.643 0.120 0.061 -0.082
H -0.135 -1.324 1.359 0.058 -0.090 0.049
H -1.673 2.693 1.311 -0.053 0.082 0.010
```
Forces are in eV/Å.



Record 4
Below is C43H37F11KN7O4 as an isolated structure, with properties calculated with wB97M-V/def2-TZVPD.

## Properties
E, eV: -110031.7084
Molar mass, g mol⁻¹: 963.9
Relative energy (zero: lowest compared OMol25 entry of this formula, charge and spin), kJ/mol: 80.4
HOMO, eV: -1.3
Total charge: -2

The geometry in XYZ format:
```
103
Properties=species:S:1:pos:R:3:forces:R:3
K -0.054 -0.479 1.042 0.211 -0.272 0.134
C 1.880 -2.688 4.900 -0.036 -0.003 -0.067
N 1.074 -2.151 3.824 -0.012 0.009 -0.028
C 0.113 -3.123 3.316 0.036 -0.061 0.068
C 0.747 -4.313 2.594 0.006 -0.153 0.071
N 1.172 -4.001 1.260 -0.090 0.116 -0.131
C 2.409 -4.116 0.834 0.036 -0.100 -0.022
C 3.625 -4.464 1.503 -0.035 0.031 0.004
F 3.629 -4.728 2.845 0.018 0.005 -0.009
C 4.853 -4.551 0.880 0.030 -0.031 0.073
F 5.942 -4.882 1.612 -0.031 0.009 -0.003
C 5.006 -4.315 -0.468 0.082 -0.010 -0.100
F 6.219 -4.413 -1.074 -0.016 0.011 0.003
C 3.863 -3.986 -1.187 0.002 0.008 -0.013
F 3.968 -3.776 -2.517 -0.011 0.009 0.018
C 2.644 -3.895 -0.571 0.032 0.001 0.111
F 1.574 -3.605 -1.344 0.017 0.025 -0.052
C 0.445 -0.910 4.245 -0.089 0.241 -0.111
C 1.376 0.303 4.257 0.056 -0.038 0.030
N 1.526 0.805 2.908 0.099 0.094 -0.058
C 2.411 1.750 2.661 0.035 0.122 0.265
C 3.257 2.483 3.559 -0.051 -0.047 -0.044
F 3.192 2.264 4.905 0.007 -0.003 0.030
C 4.136 3.471 3.164 0.016 0.011 -0.011
F 4.884 4.104 4.096 -0.010 -0.017 0.002
C 4.266 3.843 1.842 0.024 0.028 0.028
F 5.151 4.799 1.455 0.008 0.007 -0.007
C 3.466 3.183 0.920 -0.021 -0.011 -0.066
F 3.556 3.518 -0.385 -0.010 0.001 0.000
C 2.594 2.203 1.314 -0.028 -0.015 0.027
F 1.832 1.627 0.357 -0.051 -0.055 -0.112
H 2.607 -1.946 5.228 0.001 0.003 0.017
H 2.431 -3.566 4.577 0.021 -0.021 -0.024
H 1.254 -2.964 5.774 -0.003 -0.011 0.009
H -0.566 -2.624 2.621 0.056 -0.055 0.028
H -0.528 -3.533 4.126 0.077 0.130 0.153
H -0.057 -5.069 2.541 0.005 0.030 -0.057
H 1.514 -4.764 3.227 -0.023 -0.015 0.057
H -0.042 -1.030 5.234 0.061 -0.032 0.031
H -0.349 -0.656 3.543 -0.152 -0.176 0.178
H 2.337 0.028 4.709 -0.004 -0.014 0.033
H 0.928 1.051 4.931 -0.008 0.001 0.010
C -1.891 4.151 -5.354 0.028 -0.006 0.028
C -0.441 4.068 -4.889 -0.059 0.017 -0.051
C 0.480 3.985 -6.099 0.035 -0.017 0.012
C 1.932 3.909 -5.663 -0.027 -0.031 0.051
C 2.122 2.751 -4.721 0.011 0.090 -0.096
C 3.340 2.115 -4.625 0.019 -0.040 0.046
C 3.507 1.059 -3.741 -0.011 0.028 -0.030
F 4.721 0.469 -3.690 -0.016 -0.019 0.029
C 2.488 0.621 -2.944 0.021 -0.036 0.042
C 1.244 1.253 -3.026 -0.054 0.076 -0.037
C 0.161 0.778 -2.121 0.134 0.115 -0.226
O 0.342 -0.215 -1.430 -0.045 -0.013 -0.292
C -1.051 1.570 -2.182 -0.030 -0.077 0.176
C -1.163 2.540 -3.114 0.050 0.034 -0.092
N -0.207 2.914 -4.009 0.022 0.008 0.024
C 1.051 2.313 -3.923 0.011 -0.076 0.046
C -2.234 1.420 -1.224 0.174 0.137 -0.019
O -3.335 1.822 -1.654 -0.141 -0.067 0.029
O -1.970 0.957 -0.090 -0.200 0.141 -0.078
H -1.971 4.924 -6.119 0.013 0.005 -0.004
H -2.584 4.407 -4.555 -0.005 -0.007 -0.003
H -2.202 3.198 -5.787 -0.015 0.005 0.006
H -0.194 4.984 -4.335 0.014 0.002 0.008
H 0.307 4.859 -6.729 -0.019 0.005 0.000
H 0.214 3.096 -6.680 0.010 0.006 -0.006
H 2.205 4.843 -5.160 0.010 0.009 -0.007
H 2.597 3.805 -6.522 -0.003 -0.009 -0.006
H 4.179 2.435 -5.232 -0.004 0.006 -0.009
H 2.610 -0.197 -2.246 0.009 -0.003 0.005
H -2.107 3.062 -3.154 -0.005 0.000 0.004
O -2.413 -0.837 2.318 -0.022 -0.172 -0.103
C -3.401 -0.128 2.388 -0.029 0.250 0.194
C -3.414 1.147 3.196 -0.134 0.010 0.093
C -3.582 2.427 2.367 0.002 -0.158 -0.152
C -4.723 2.345 1.347 0.100 0.132 0.113
C -5.963 1.660 1.911 0.057 -0.015 -0.027
C -5.881 0.115 1.943 -0.002 0.062 0.053
N -4.562 -0.468 1.771 0.078 -0.098 -0.092
H -2.485 1.172 3.763 0.005 -0.005 -0.011
H -4.239 1.065 3.916 0.017 0.035 0.024
H -2.652 2.622 1.824 -0.084 0.027 0.127
H -3.767 3.244 3.071 0.085 0.050 -0.039
H -4.356 1.847 0.454 -0.052 -0.151 -0.122
H -4.978 3.358 1.026 -0.045 0.027 0.029
H -6.836 1.932 1.314 -0.012 -0.011 0.004
H -6.158 2.034 2.922 0.009 -0.010 -0.022
H -6.485 -0.284 1.129 0.023 -0.011 -0.020
H -6.334 -0.252 2.873 -0.021 0.004 0.001
H -4.484 -1.310 1.222 -0.017 0.021 -0.031
N -1.462 -7.068 -2.326 -0.048 0.014 -0.065
C -1.638 -5.964 -2.055 0.098 -0.098 0.098
C -1.887 -4.598 -1.696 -0.093 0.209 -0.036
C -2.769 -3.828 -2.455 0.000 -0.207 -0.067
C -2.994 -2.523 -2.083 -0.071 0.187 0.120
C -2.355 -2.036 -0.945 0.167 -0.085 -0.089
N -1.512 -2.768 -0.219 0.062 -0.027 -0.044
C -1.258 -4.018 -0.593 -0.083 0.077 -0.087
H -3.247 -4.264 -3.324 -0.010 0.031 -0.002
H -3.647 -1.871 -2.649 0.003 -0.016 -0.024
H -2.465 -1.001 -0.629 -0.190 -0.106 0.023
H -0.486 -4.530 -0.025 0.024 0.006 0.139
```
Forces are in eV/Å.